Entry 1:
Molecular formula: C4H9NO
Method: DFT, ωB97M-V/def2-TZVPD

The geometry in XYZ format:
```
15
Properties=species:S:1:pos:R:3:forces:R:3
C -1.405697 -0.535836 -1.058981 0.2 0.0 -0.1
C 1.835786 -0.125812 0.378718 0.0 -0.8 -0.2
C -0.648970 0.510001 -0.247628 -0.8 -0.5 0.9
C 0.371865 -0.084331 0.633462 -0.2 0.9 1.2
N -0.258585 -0.294444 1.753930 1.0 -1.2 0.3
O -0.133954 1.495339 -1.136371 -0.4 0.3 0.3
H -0.451972 2.352186 -0.837196 0.1 0.0 0.0
H 0.140007 -0.976193 2.407095 0.3 0.3 0.0
H -1.270266 0.425303 1.066397 -0.1 1.0 -2.4
H -1.703967 -1.374951 -0.430382 0.0 0.0 0.0
H -2.302351 -0.091453 -1.491861 0.0 0.0 0.0
H -0.785215 -0.913425 -1.880656 -0.1 0.0 0.0
H 2.035768 -0.872356 -0.395472 0.2 0.0 0.0
H 2.154869 0.833234 -0.030844 -0.2 0.0 0.0
H 2.422683 -0.347263 1.269788 -0.1 -0.1 0.0
```
Positions in Å, forces in eV/Å.

Properties
Largest force on an atom, eV/A: 2.56
ΔE to the lowest compared entry with this formula, charge and spin, kcal/mol: 88.2
HOMO energy, eV: -8.312
Net charge: 0

Taken from the natural (NBO) analysis, the atomic charges in e are: C -0.626; C -0.692; C -0.066; C 0.345; N -0.716; O -0.738; H 0.479; H 0.356; H 0.322; H 0.210; H 0.215; H 0.193; H 0.238; H 0.259; H 0.222

=====

Entry 2:
Molecular formula: C5H16NO2
Method: DFT, ωB97M-V/def2-TZVPD

The geometry in XYZ format:
```
24
Properties=species:S:1:pos:R:3:forces:R:3
C 1.813828 2.343272 2.081924 -4.5 -1.3 3.0
C 0.690915 2.741476 1.181307 0.3 0.4 -3.0
C -0.524649 1.839222 1.050390 0.2 -1.9 1.7
C -0.144203 0.376095 0.683542 -1.9 0.7 -3.6
C -0.452784 -0.163755 -0.548583 2.0 0.9 1.6
N 0.158800 -1.542969 -0.976740 -4.3 0.0 3.5
H 1.357745 1.612337 2.831419 0.5 0.4 -0.7
H 2.585814 1.799982 1.690590 2.5 -0.3 -1.0
H 1.815895 3.173089 2.735512 2.1 0.9 0.6
H 0.374073 3.734195 1.418180 -0.6 0.5 0.6
H 1.134036 2.960448 0.184274 -0.4 -0.5 0.1
H -1.036027 1.838065 2.055993 0.5 -0.3 -0.8
H -1.281294 2.175215 0.387532 -0.4 0.6 -0.9
H 0.380861 -0.187474 1.388267 0.9 -0.9 1.1
H -0.891384 0.421424 -1.362314 0.0 -0.6 0.3
H 1.064377 -1.652597 -0.594998 1.5 0.1 -0.2
H -0.469510 -2.241033 -0.312249 1.2 1.0 -2.2
H 0.046735 -1.770055 -1.963624 0.1 0.0 -0.3
H -1.201466 -4.211864 0.889854 0.6 -0.6 0.5
H -2.448904 -3.623540 0.362576 -1.3 0.2 -0.2
O -1.513878 -3.508177 0.336197 0.9 0.6 -0.3
H -1.000657 -2.608281 -4.454432 0.7 0.2 0.8
H -0.177904 -1.478657 -4.950096 0.3 -0.6 1.6
O -0.280416 -2.026410 -4.114528 -0.9 0.4 -2.1
```
Positions in Å, forces in eV/Å.

Properties
Largest force on an atom, eV/A: 5.57
ΔE to the lowest compared entry with this formula, charge and spin, kcal/mol: 48.7
HOMO energy, eV: -13.678
Net charge: +1

Taken from the natural (NBO) analysis, the atomic charges in e are: C -0.628; C -0.402; C -0.425; C -0.116; C -0.095; N -0.756; H 0.185; H 0.223; H 0.248; H 0.223; H 0.203; H 0.226; H 0.225; H 0.205; H 0.235; H 0.428; H 0.491; H 0.474; H 0.498; H 0.502; O -0.952; H 0.487; H 0.495; O -0.973

=====

Entry 3:
Molecular formula: C3H8ClNO
Method: DFT, ωB97M-V/def2-TZVPD

The geometry in XYZ format:
```
14
Properties=species:S:1:pos:R:3:forces:R:3
C -1.071720 -1.464974 0.040222 -0.9 4.6 3.4
N -0.644738 0.019434 0.254240 -1.1 0.3 -0.1
C 0.542214 0.569521 -0.055098 -1.2 -4.4 -0.1
C 1.704282 -0.437890 -0.311982 -2.0 3.0 0.2
O 0.700494 1.769105 -0.177356 0.4 1.9 0.6
H -0.984643 -1.802326 -0.918451 0.8 -0.8 -2.4
H -0.605058 -1.982451 0.848106 0.1 -1.0 0.1
H -2.130709 -1.279383 0.234486 0.0 -1.0 0.1
H -1.395735 0.735947 0.526717 1.2 -1.5 -0.8
H 2.103335 0.075366 -1.101673 1.9 1.2 -2.1
H 1.627644 -1.409284 -0.646057 -1.2 -2.2 -0.2
H 2.339196 -0.335234 0.493230 1.5 0.0 1.8
Cl -1.769279 3.091516 0.540587 1.2 -0.6 -0.1
H -0.415283 2.450653 0.273031 -0.8 0.6 -0.3
```
Positions in Å, forces in eV/Å.

Properties
Largest force on an atom, eV/A: 5.80
ΔE to the lowest compared entry with this formula, charge and spin, kcal/mol: 23.1
HOMO energy, eV: -10.137
Net charge: 0

Taken from the natural (NBO) analysis, the atomic charges in e are: C -0.394; N -0.622; C 0.727; C -0.712; O -0.618; H 0.205; H 0.213; H 0.219; H 0.435; H 0.237; H 0.228; H 0.238; Cl -0.524; H 0.368

=====

Entry 4:
Molecular formula: C2H3N3O
Method: DFT, ωB97M-V/def2-TZVPD

The geometry in XYZ format:
```
9
Properties=species:S:1:pos:R:3:forces:R:3
O 0.993354 1.182617 -1.182547 -0.3 0.7 -0.5
N 0.292930 0.301789 -0.397165 1.5 2.1 0.2
C 0.831031 -0.215315 0.717340 -1.2 -1.7 0.4
N -0.111349 -1.017950 1.232101 -0.8 1.0 -0.4
C -1.234916 -0.757428 0.428068 0.9 -0.7 1.7
N -0.994619 0.067054 -0.556326 -0.1 -0.1 -0.5
H 0.572740 2.080887 -1.174042 0.0 -1.2 0.3
H 1.840015 -0.043609 1.145517 -0.9 -0.1 -0.9
H -2.245011 -1.118000 0.666182 0.8 0.0 -0.3
```
Positions in Å, forces in eV/Å.

Properties
Largest force on an atom, eV/A: 2.59
ΔE to the lowest compared entry with this formula, charge and spin, kcal/mol: 57.2
HOMO energy, eV: -10.129
Net charge: 0

Taken from the natural (NBO) analysis, the atomic charges in e are: O -0.519; N 0.091; C 0.139; N -0.477; C 0.125; N -0.285; H 0.484; H 0.232; H 0.209

=====

Entry 5:
Molecular formula: C7H14
Method: DFT, ωB97M-V/def2-TZVPD

The geometry in XYZ format:
```
21
Properties=species:S:1:pos:R:3:forces:R:3
C -1.489875 -0.887453 1.165206 0.0 0.0 0.1
C -0.418552 -1.032421 0.104166 -0.1 -0.1 -0.1
C 0.976709 -0.473432 0.279001 0.2 0.0 0.0
C 1.452990 0.215683 1.537599 -0.1 0.0 0.0
C 0.036398 0.146185 -0.728429 -0.1 0.0 0.0
C -0.618143 1.491854 -0.485436 0.0 0.0 0.1
C 0.363242 -0.093728 -2.189426 0.0 0.0 0.0
H -1.618620 -1.827475 1.712079 0.0 0.1 -0.1
H -2.458774 -0.623944 0.723529 0.1 -0.1 0.0
H -1.247817 -0.117498 1.904076 0.0 -0.1 -0.1
H -0.470936 -1.981152 -0.430956 0.0 0.2 0.1
H 1.757044 -1.083831 -0.176846 -0.1 0.1 0.0
H 2.347317 0.814287 1.329575 -0.1 -0.1 0.0
H 1.715036 -0.519020 2.308140 0.0 0.1 -0.1
H 0.705212 0.888819 1.966472 0.1 -0.1 -0.1
H -1.619819 1.507727 -0.935383 0.2 0.0 0.0
H -0.035685 2.296594 -0.948549 0.0 -0.1 0.1
H -0.735635 1.732869 0.574540 0.0 -0.1 -0.2
H 0.748195 -1.106919 -2.351183 -0.1 0.1 0.0
H -0.519849 0.039456 -2.826611 0.1 0.0 0.1
H 1.131564 0.613399 -2.531564 -0.1 -0.1 0.0
```
Positions in Å, forces in eV/Å.

Properties
Largest force on an atom, eV/A: 0.18
ΔE to the lowest compared entry with this formula, charge and spin, kcal/mol: 16.5
HOMO energy, eV: -9.449
Net charge: 0

Taken from the natural (NBO) analysis, the atomic charges in e are: C -0.614; C -0.222; C -0.217; C -0.612; C -0.057; C -0.607; C -0.589; H 0.214; H 0.209; H 0.205; H 0.207; H 0.207; H 0.213; H 0.211; H 0.203; H 0.209; H 0.211; H 0.210; H 0.207; H 0.205; H 0.205

=====

no.,gap between HOMO and LUMO (eV)
1,9.220
2,10.789
3,10.747
4,10.757
5,10.511